Entry A
Computed, not measured: an isolated molecule of C9H9NO, with ωB97M-V/def2-TZVPD.

Values from the calculation:
SMILES = CC(=C=O)c1cccc(C)n1
Gap between HOMO and LUMO = 8.49 eV
Spin multiplicity = 1

Element x y z (Å)
C -0.0616 -0.4561 -3.1159
C 2.3139 -0.2478 0.4153
C 1.5432 -0.4552 -0.7031
C 1.5884 -0.0510 1.6142
C 0.1235 -0.3043 -0.5893
C 0.2020 0.0737 1.6124
C -0.6272 -0.3401 -1.8222
C -0.3806 0.6292 2.9150
C -2.0929 -0.0071 -1.9020
N -0.5418 0.0187 0.5135
O 0.1508 -0.4868 -4.2620
H 3.3418 -0.2977 0.3097
H 2.0625 -0.7009 -1.7176
H 1.9326 0.1847 2.6077
H 0.3835 0.8883 3.5500
H -1.0958 1.3691 2.8088
H -1.0505 -0.0604 3.4501
H -2.4556 0.5085 -1.0976
H -2.8958 -0.8506 -1.8891
H -2.4404 0.5855 -2.6978

---

Entry B
Computed, not measured: an isolated molecule of C9H9NO, with ωB97M-V/def2-TZVPD.

Values from the calculation:
SMILES = O=C1CCCc2cccnc21
Gap between HOMO and LUMO = 9.79 eV
Spin multiplicity = 1

Element x y z (Å)
C 0.3446 -1.1875 1.1208
C 0.8235 -2.2411 0.1046
C -0.1069 -2.0564 -1.0747
C 0.1502 -0.7779 -1.9974
C 0.0248 0.3344 -0.9359
C -0.2489 1.7210 -1.3118
C -0.5560 2.7176 -0.3996
C -0.5586 2.2987 0.9478
C 0.0623 0.1259 0.4373
H 0.7693 -3.2303 0.4822
H 1.8494 -1.9174 -0.2688
H -1.1218 -2.0554 -0.6814
H -0.0962 -2.8616 -1.8037
H 1.0391 -0.7303 -2.7461
H -0.8099 -0.7418 -2.6795
H -0.1312 2.0290 -2.3855
H -0.9169 3.7352 -0.8359
H -0.8239 3.0270 1.7699
N -0.2982 1.0488 1.3237
O 0.3400 -1.2755 2.3170

---

Relative energies with respect to the most stable structure, expressed in hartree: entry A 0.0330; entry B 0.0000.

---

Entry A
Computed, not measured: a cluster of 2 separate species, C2H6N3O in total, with ωB97M-V/def2-TZVPD.

Values from the calculation:
Gap between HOMO and LUMO = 10.97 eV
Charge = +1
Spin multiplicity = 1

Element x y z (Å)
C 0.8642 0.5157 0.9735
C -0.6685 -1.4955 -2.1619
N -0.0674 1.2135 1.1067
N 1.7403 -0.3073 0.5686
N -1.0180 1.8432 1.6929
O -0.2553 -1.0161 -1.1401
H -0.1373 -2.3009 -2.6890
H -1.6029 -1.1638 -2.6330
H 2.7275 -0.1693 0.7490
H 1.4332 -1.0539 -0.0630
H -1.5115 2.5245 1.1268
H -1.5043 1.4099 2.4696

---

Entry B
Computed, not measured: a cluster of 2 separate species, C2H6N3O in total, with ωB97M-V/def2-TZVPD.

Values from the calculation:
Gap between HOMO and LUMO = 12.11 eV
Charge = +1
Spin multiplicity = 1

Element x y z (Å)
C 0.3758 -1.2410 -0.6419
C -0.7694 2.7617 0.2787
N -1.4446 3.3538 1.0397
N -0.7532 -0.6573 -0.3628
N 1.5189 -0.6169 -0.6030
O -0.1135 1.9804 -0.2875
H 0.3724 -2.2983 -0.8912
H -0.7506 0.3575 -0.2200
H -1.8797 4.2246 1.2420
H -1.6393 -1.1328 -0.4501
H 2.3916 -1.0902 -0.7884
H 1.5482 0.3797 -0.4027

---

Relative energies with respect to the most stable structure, expressed in hartree: entry A 0.1268; entry B 0.0000.

---

Entry A
Computed, not measured: a structure of composition H12NaO6, with ωB97M-V/def2-TZVPD.

Values from the calculation:
Gap between HOMO and LUMO = 10.08 eV
Charge = +1
Spin multiplicity = 1

Element x y z (Å)
Na -0.1406 1.0062 -0.6605
O -2.9108 1.8383 1.0938
H -3.0047 1.7069 2.0373
H -3.7924 1.7082 0.7444
O -2.8731 -0.2744 -2.0256
H -3.2017 -0.7185 -2.8072
H -3.6607 0.0123 -1.5634
O 1.7910 -2.8711 -2.2643
H 2.0109 -2.0552 -1.8147
H 0.9588 -3.1420 -1.8766
O 1.7930 2.4226 1.9007
H 2.3974 1.7096 2.1069
H 2.3150 3.0385 1.3864
O 3.1079 0.1919 -0.8516
H 3.2595 0.0504 0.0828
H 3.9735 0.3930 -1.2075
O -0.4345 -1.5138 1.6419
H -0.7370 -1.1283 2.4642
H -0.8516 -2.3748 1.6128

---

Entry B
Computed, not measured: a structure of composition H12NaO6, with ωB97M-V/def2-TZVPD.

Values from the calculation:
Gap between HOMO and LUMO = 10.58 eV
Charge = +1
Spin multiplicity = 1

Element x y z (Å)
Na 7.8768 -5.9502 4.1793
O 5.7482 -8.4787 5.5852
H 6.3264 -9.1050 5.1496
H 5.3598 -8.9726 6.3073
O 8.8170 -10.2055 3.5174
H 8.8186 -11.0419 3.9828
H 8.9747 -10.4396 2.6027
O 10.6290 -3.2518 4.8620
H 11.0354 -2.4833 4.4613
H 11.1341 -3.4011 5.6612
O 7.4303 -4.5032 7.8045
H 6.8682 -3.9404 8.3370
H 8.2913 -4.0865 7.8415
O 8.5880 -6.5284 0.6844
H 8.6864 -7.4363 0.3975
H 7.7729 -6.2351 0.2771
O 6.2886 -2.7133 2.4040
H 6.9230 -2.0098 2.5418
H 5.4531 -2.2625 2.2816

---

Relative energies with respect to the most stable structure, expressed in hartree: entry A 0.0000; entry B 0.0057.

---

Entry A
Computed, not measured: a cluster of 2 separate species, C3H7N2OS in total, with ωB97M-V/def2-TZVPD.

Values from the calculation:
Gap between HOMO and LUMO = 8.99 eV
Charge = +1
Spin multiplicity = 1

Element x y z (Å)
C 0.2329 0.8356 -0.9367
C -1.1609 1.0987 0.7713
C 0.8355 0.2816 0.3092
N -0.8598 1.3532 -0.5870
N 2.1138 -0.0308 0.3202
O 0.0262 0.4406 1.3108
S -0.4742 -2.0207 -0.3576
H 0.6619 0.7820 -1.8669
H -1.6387 2.1043 1.1849
H -1.9721 0.4592 0.7068
H 2.4920 0.0856 -0.6177
H -1.3645 -1.9303 -1.4574
H 2.5464 -0.7799 0.8781
H -1.4385 -2.6790 0.3419

---

Entry B
Computed, not measured: the ion C3H7N2OS with charge +1, with ωB97M-V/def2-TZVPD.

Values from the calculation:
SMILES = C=CSN[N+](C)=O
Gap between HOMO and LUMO (spin up / spin down) = 7.63 / 7.64 eV
Charge = +1
Spin multiplicity = 1

Element x y z (Å)
C 3.2645 -0.4312 0.0749
C 1.9775 -0.7048 0.1015
C -2.2169 1.2164 0.1219
N -0.6604 -0.5262 -0.1977
N -1.9302 -0.2182 -0.0180
O -2.7886 -1.0470 -0.0420
S 0.7068 0.5456 -0.0164
H 3.8918 -1.2732 0.0186
H 3.4709 0.6413 -0.0061
H 1.7206 -1.7894 0.0947
H -3.2119 1.4766 -0.1382
H -1.5750 1.8995 -0.5553
H -2.2579 1.6429 1.0569
H -0.3913 -1.4322 -0.4947

---

Relative energies with respect to the most stable structure, expressed in hartree: entry A 0.0000; entry B 0.1264.

---

Entry A
Computed, not measured: a structure of composition C17H14Cl4N2O5S2Y, with ωB97M-V/def2-TZVPD.

Values from the calculation:
Gap between HOMO and LUMO = 7.31 eV
Charge = -1
Spin multiplicity = 1

Element x y z (Å)
Y -0.0130 -1.5887 0.0045
Cl -1.1718 0.3611 1.8940
C -2.9125 0.4109 1.7246
C -3.5662 1.3816 2.4595
C -4.9447 1.4830 2.3869
C -5.6427 0.6038 1.5760
C -4.9624 -0.3589 0.8515
Cl -5.9189 -1.4210 -0.1392
C -3.5606 -0.5082 0.8838
S -2.7673 -1.7556 -0.0211
H -2.9881 2.0523 3.0808
H -5.4702 2.2399 2.9540
H -6.7197 0.6545 1.4943
O 2.7977 2.2271 -4.3794
C 2.2460 1.5294 -3.5659
C 0.8888 1.8033 -2.9245
O 0.1875 2.7650 -3.1367
C 0.6765 0.6884 -1.9776
C 1.7493 -0.2247 -2.0809
O 1.7859 -1.2821 -1.3201
C 2.7998 0.2731 -2.9321
O 3.9441 -0.1552 -3.0464
O -0.2604 0.5058 -1.1444
C 0.2663 -3.4799 1.4935
H 1.3072 -3.6528 1.7950
H -0.1365 -4.4535 1.1844
H -0.2809 -3.2246 2.4162
Cl -1.1730 -4.3188 -1.4964
C -1.9663 -3.3759 -2.7712
Cl -1.0134 -1.9311 -3.1370
H -2.9292 -3.0539 -2.3920
H -2.0388 -3.9838 -3.6638
C 2.4002 2.3926 2.4947
N 3.0738 1.7460 1.3874
C 3.9547 2.3500 0.5007
C 4.3301 1.4112 -0.3893
N 3.7006 0.2445 -0.0177
C 2.9156 0.4453 1.0561
S 1.9548 -0.7067 1.8607
H 2.3555 3.4618 2.3009
H 2.9282 2.2074 3.4299
H 1.3940 1.9901 2.5759
H 4.2023 3.3939 0.5719
H 4.9440 1.4585 -1.2716
H 3.6337 -0.6053 -0.5699

---

Entry B
Computed, not measured: a structure of composition C17H14Cl4N2O5S2Y, with ωB97M-V/def2-TZVPD.

Values from the calculation:
Gap between HOMO and LUMO = 7.47 eV
Charge = -1
Spin multiplicity = 1

Element x y z (Å)
Y -0.9411 0.1877 -1.6964
Cl -1.4760 2.7847 -0.2693
C 0.2233 3.2131 -0.2215
C 0.7040 3.7198 0.9694
C 2.0488 4.0339 1.0738
C 2.8813 3.8273 -0.0131
C 2.3649 3.3129 -1.1901
Cl 3.4809 3.0712 -2.5069
C 1.0132 2.9753 -1.3548
S 0.3693 2.3187 -2.8406
H 0.0322 3.8466 1.8066
H 2.4506 4.4166 2.0019
H 3.9377 4.0490 0.0451
O 1.9398 -3.7469 2.4458
C 1.4412 -2.9919 1.6476
C 1.2996 -1.4878 1.7975
O 1.5716 -0.8421 2.7949
C 0.6526 -1.0285 0.5697
C 0.3258 -2.1208 -0.2581
O -0.3503 -1.9565 -1.3443
C 0.7357 -3.3798 0.3566
O 0.4919 -4.5180 -0.0021
O 0.2877 0.1681 0.2793
C -2.7958 0.1952 -3.2380
H -3.2816 -0.7842 -3.3417
H -2.5128 0.5201 -4.2499
H -3.5851 0.8892 -2.9119
Cl 0.5553 -0.8475 -4.2818
C 2.2074 -0.3144 -3.8923
Cl 2.6482 -0.7182 -2.2327
H 2.2256 0.7666 -3.9858
H 2.8851 -0.8208 -4.5690
C -1.6305 0.2937 2.8449
N -1.8251 -1.0777 2.4010
C -1.3602 -2.2083 3.0530
C -1.6682 -3.2700 2.2841
N -2.3219 -2.7714 1.1750
C -2.4057 -1.4252 1.2367
S -3.1500 -0.4163 0.0816
H -0.8523 0.2906 3.6040
H -2.5622 0.6986 3.2388
H -1.2900 0.8850 1.9987
H -0.8007 -2.1433 3.9685
H -1.4327 -4.3126 2.3939
H -2.5315 -3.2819 0.3320

---

Relative energies with respect to the most stable structure, expressed in hartree: entry A 0.0187; entry B 0.0000.

---

Entry A
Computed, not measured: the ion FHNO3P with charge -2, with ωB97M-V/def2-TZVPD.

Values from the calculation:
SMILES = O=P([O-])([O-])NF
Gap between HOMO and LUMO = 7.19 eV
Charge = -2
Spin multiplicity = 1

Element x y z (Å)
N -0.3302 1.0776 -0.2145
O 0.6993 -0.5511 1.8322
O 1.1327 -1.2957 -0.5840
O -1.2516 -1.3246 0.3544
F 0.4704 2.1398 -0.8295
P 0.1545 -0.7730 0.4463
H -0.8751 0.7269 -1.0050

---

Entry B
Computed, not measured: a structure of composition FHNO3P, with ωB97M-V/def2-TZVPD.

Values from the calculation:
Gap between HOMO and LUMO = 6.72 eV
Charge = -2
Spin multiplicity = 1

Element x y z (Å)
N 0.3965 -0.8056 -0.5103
O -1.4551 -1.8054 -2.2122
O -1.4790 0.6902 -1.6940
O -2.0793 -1.0104 0.1569
F 1.4005 -0.3507 -1.3089
P -1.3266 -0.7525 -1.1356
H 0.2827 0.2026 0.4101

---

Relative energies with respect to the most stable structure, expressed in hartree: entry A 0.0000; entry B 0.0409.

---

Entry A
Computed, not measured: an isolated molecule of C7H10N2O, with ωB97M-V/def2-TZVPD.

Values from the calculation:
Gap between HOMO and LUMO = 8.21 eV
Spin multiplicity = 1

Element x y z (Å)
C -0.4973 0.9272 -1.0667
C -1.5542 0.2432 -0.3090
C 1.7570 -0.9719 1.1845
C 0.6337 0.4631 -0.5651
C 0.4535 -0.5065 1.9245
C 1.9177 0.3696 -1.3705
C -0.4712 -1.6318 2.3877
N 0.7773 -0.2878 0.5552
N -0.6125 1.6574 -2.2083
O -2.6625 0.1843 -1.0390
H 0.3626 0.3247 2.6484
H 2.0778 1.2529 -1.9040
H 2.6947 0.2170 -0.6456
H 1.7631 -0.5656 -1.9830
H -0.7406 -1.4982 3.3834
H 0.0614 -2.6309 2.3795
H -1.4574 -1.4723 1.8732
H -1.4806 2.0756 -2.3209
H 0.2755 2.0695 -2.5180
H -3.2980 -0.2197 -0.4063

---

Entry B
Computed, not measured: a cluster of 2 separate species, C7H10N2O in total, with ωB97M-V/def2-TZVPD.

Values from the calculation:
Gap between HOMO and LUMO (spin up / spin down) = 7.48 / 7.79 eV
Spin multiplicity = 1

Element x y z (Å)
C -2.1705 -1.0319 0.0236
C -2.5651 0.0297 -0.8426
C -1.2196 -0.7218 0.9226
C -2.2679 1.1897 -0.3198
C 2.6994 -0.2948 0.1642
C 1.4181 -0.7585 -0.5729
C 1.9442 1.1086 0.2830
N -0.6104 0.4494 1.0717
N 0.8131 0.5567 -0.3452
O -1.4575 1.5549 0.6418
H -2.5074 -2.1845 0.0177
H -3.3725 -0.1988 -1.5560
H -0.8558 -1.4728 1.6550
H -2.6537 2.1251 -0.8275
H 2.9597 -0.8778 1.0310
H 3.5282 -0.2562 -0.5654
H 1.4979 -0.9931 -1.6471
H 0.6274 -1.5477 -0.2784
H 1.7862 1.3401 1.3270
H 2.4058 1.9836 -0.1827

---

Relative energies with respect to the most stable structure, expressed in hartree: entry A 0.0000; entry B 0.0107.

---

Entry A
Computed, not measured: a cluster of 3 separate species, C6H8N2O2 in total, with ωB97M-V/def2-TZVPD.

Values from the calculation:
Gap between HOMO and LUMO = 9.38 eV
Spin multiplicity = 1

Element x y z (Å)
C 1.4622 0.1060 -0.5028
C 1.5620 -0.5048 0.7781
C 0.6240 -1.2527 1.2707
C -1.0275 -0.9821 -0.5076
C -1.7448 2.3036 0.5360
C -0.2931 1.9942 0.6040
H -0.1012 0.3855 -1.7893
H 2.4336 -0.3130 1.4722
H 0.6030 -1.5977 2.1942
H -1.3693 -1.9428 1.2316
H -2.2808 2.5112 -0.5344
H -2.4610 2.7475 1.3887
H 0.5788 1.2526 -0.3012
H 0.6186 2.0277 1.4296
N 0.1386 -0.0943 -0.9236
N -0.5647 -1.5263 0.6951
O 2.3014 0.7317 -1.0591
O -2.1184 -1.1956 -1.0112

---

Entry B
Computed, not measured: a cluster of 2 separate species, C6H8N2O2 in total, with ωB97M-V/def2-TZVPD.

Values from the calculation:
SMILES = O=c1cc[nH]c(=O)[nH]1.C=C
Gap between HOMO and LUMO = 9.94 eV
Spin multiplicity = 1

Element x y z (Å)
C 0.2988 -1.2033 3.8809
C 0.2223 0.0054 4.3299
C 0.0762 0.1968 -0.5981
C 1.1406 0.1233 -1.5019
C 0.8612 0.2657 -2.8158
C -1.4654 0.5379 -2.6644
H -0.4392 -1.7906 3.4972
H 1.1182 -1.9112 3.8911
H -0.6417 0.6794 4.1712
H 1.3061 0.2364 4.6363
H -2.0667 0.5646 -0.7394
H 2.1490 -0.0648 -1.0275
H 1.7702 0.2698 -3.3578
H -0.4881 0.2508 -4.3930
N -1.2297 0.0128 -1.2606
N -0.3992 0.1607 -3.4384
O 0.2335 0.5178 0.5745
O -2.4462 1.1485 -3.1843

---

Relative energies with respect to the most stable structure, expressed in hartree: entry A 0.1440; entry B 0.0000.